Entry 1:
The following is a DFT calculation (wB97M-V/def2-TZVPD) of C4H4Br2O as an isolated structure at a distorted geometry.

**Calculated total energy**: -5378.0079 hartree
**Spin multiplicity**: 1
**E_HOMO**: -9.9 eV
**ΔE to the lowest compared entry with this formula, charge and spin**: 0.801 eV
**Gap between HOMO and LUMO**: 10.13 eV

Geometry as XYZ:
```
11
C4H4Br2O (wB97M-V/def2-TZVPD)
C -0.46083 -0.00789 0.44707
C -0.05588 -1.30423 1.15075
C -0.64575 0.32682 -1.01571
C 0.58428 0.81302 -0.35679
O 0.05520 -1.44393 2.31990
Br 0.95065 2.60928 0.16985
Br 2.28601 -0.05732 -0.85191
H -1.08192 0.48786 1.03391
H 0.19415 -2.07178 0.29674
H -0.40420 -0.46092 -1.75894
H -1.42172 1.10908 -1.43487
```

---

Entry 2:
The following is a DFT calculation (wB97M-V/def2-TZVPD) of an isolated ion of composition C19H20NO3 and charge +1 at a distorted geometry.

**Calculated total energy**: -1016.2216 hartree
**Spin multiplicity**: 1
**E_HOMO**: -11.5 eV
**ΔE to the lowest compared entry with this formula, charge and spin**: 1.580 eV
**Net charge**: +1
**SMILES**: CCOC(=O)C[NH2+][C@@H]1C=C(c2ccccc2)Oc2ccccc21
**Gap between HOMO and LUMO**: 8.62 eV

Geometry as XYZ:
```
43
C19H20NO3 (wB97M-V/def2-TZVPD)
C -3.14385 3.03930 6.10540
C -3.45700 1.59264 5.78943
O -2.17451 0.93984 5.34414
C -2.21267 -0.12961 4.56079
O -3.20165 -0.58945 3.99143
C -0.87320 -0.85087 4.39148
N -0.65646 -1.30915 2.95431
C 0.32588 -2.34236 2.46180
C 1.57535 -1.75920 1.93134
C 2.08843 -1.76079 0.63811
C 3.26335 -1.07770 0.08783
C 4.17546 -0.40012 0.91130
C 5.30198 0.26506 0.41019
C 5.57772 0.23661 -0.97702
C 4.71707 -0.50202 -1.80513
C 3.60939 -1.16220 -1.28973
O 1.43149 -2.41662 -0.36061
C 0.35271 -3.20975 0.00590
C -0.17132 -3.96760 -1.04700
C -1.20772 -4.87229 -0.84490
C -1.61110 -5.10392 0.47259
C -1.09939 -4.31077 1.52132
C -0.21531 -3.22744 1.30883
H -4.03575 3.50451 6.54611
H -2.32604 3.12105 6.83531
H -2.88984 3.59810 5.19194
H -3.70738 1.02890 6.69648
H -4.21111 1.49133 4.99303
H -0.05590 -0.21201 4.80239
H -0.81651 -1.77488 4.98391
H -0.66518 -0.39295 2.42624
H -1.61965 -1.64698 2.73445
H 0.61372 -3.04937 3.28484
H 2.27747 -1.34709 2.65434
H 3.95653 -0.39228 1.96884
H 5.91790 0.86769 1.07323
H 6.41571 0.82775 -1.38299
H 4.91618 -0.49227 -2.88795
H 2.99652 -1.72773 -1.98483
H 0.27728 -3.91014 -2.04277
H -1.57291 -5.54611 -1.63050
H -2.42292 -5.78637 0.69719
H -1.44163 -4.46851 2.55154
```

---

Entry 3:
The following is a DFT calculation (wB97M-V/def2-TZVPD) of one molecule with the formula C5H6S at a distorted geometry.

**Calculated total energy**: -592.1436 hartree
**Spin multiplicity**: 1
**E_HOMO**: -8.4 eV
**ΔE to the lowest compared entry with this formula, charge and spin**: 3.491 eV
**SMILES**: C#CC(=C)SC
**Gap between HOMO and LUMO**: 9.04 eV

Geometry as XYZ:
```
12
C5H6S (wB97M-V/def2-TZVPD)
C 0.43389 -2.09669 -1.34975
C 0.06856 -1.36815 -0.39944
C -0.23718 -0.44254 0.63590
C -0.17095 -0.75606 1.92718
S -0.44477 1.14895 0.26443
C 0.65492 1.51036 -1.22853
H 0.76491 -2.86879 -1.97677
H -0.22236 -1.79372 2.17140
H -0.26802 0.19943 2.61956
H 0.41540 2.75713 -1.10474
H 0.14301 1.02845 -2.26020
H 1.78789 1.21267 -1.19237
```

---

Entry 4:
The following is a DFT calculation (wB97M-V/def2-TZVPD) of C20H38AsFeGeN2O2S2Si2 as an isolated structure.

**Calculated total energy**: -7996.7051 hartree
**Spin multiplicity**: 6
**E_HOMO (spin up / spin down)**: -7.6 / -8.0 eV
**ΔE to the lowest compared entry with this formula, charge and spin**: 0.078 eV
**Expectation value of S²**: 8.775
**Gap between HOMO and LUMO (spin up / spin down)**: 7.76 / 6.77 eV

Geometry as XYZ:
```
69
C20H38AsFeGeN2O2S2Si2 (wB97M-V/def2-TZVPD)
Fe -0.62274 -0.67592 -0.08453
O -1.52730 4.72443 0.19948
C -0.57382 4.48134 1.11628
C -0.08746 5.56812 1.84467
C 0.88418 5.38597 2.80722
C 1.39874 4.11563 3.07218
C 0.92082 3.03888 2.35492
C -0.06356 3.19675 1.37295
C -0.51513 2.00648 0.62996
O -0.02527 0.85759 0.96387
N -1.36624 2.17960 -0.35144
N -1.65940 0.96998 -0.97811
C -2.49879 1.03863 -1.93607
S -3.18924 2.54369 -2.48953
C -4.34347 1.74735 -3.63914
C -3.68353 0.49627 -4.18303
S -3.01681 -0.40987 -2.76640
H -1.75746 3.86192 -0.21723
H -0.49564 6.54771 1.62974
H 1.24848 6.24294 3.36110
H 2.16016 3.97544 3.82809
H 1.30069 2.04213 2.53562
H -4.56308 2.46115 -4.43259
H -5.26294 1.50637 -3.10825
H -2.86905 0.73912 -4.86292
H -4.39538 -0.15756 -4.68491
C 3.32848 -3.58311 -0.03029
Si 2.11078 -3.50623 -1.43402
C 0.81727 -4.82179 -1.20262
C 2.99517 -3.80842 -3.04159
As 1.02754 -1.44442 -1.55913
Si 2.78177 0.11581 -1.28012
C 4.32683 -0.41914 -2.17730
C 2.20343 1.71598 -2.03159
C 3.16234 0.30281 0.53341
H 3.72367 -4.60228 0.03629
H 2.85900 -3.33106 0.92410
H 4.16904 -2.90203 -0.18612
H 1.29590 -5.80603 -1.17367
H 0.09980 -4.81243 -2.02759
H 0.26115 -4.68185 -0.27157
H 3.49493 -4.78166 -2.99784
H 3.74748 -3.04502 -3.24704
H 2.28957 -3.82106 -3.87643
H 4.12655 -0.61770 -3.23393
H 4.77655 -1.31366 -1.73813
H 5.06056 0.39198 -2.11624
H 2.11880 1.60732 -3.11645
H 2.91753 2.51834 -1.81998
H 1.22691 2.02305 -1.64998
H 3.68308 -0.57978 0.91151
H 2.24128 0.43696 1.10580
H 3.80000 1.17798 0.70132
C -3.43408 0.32300 2.33179
Ge -2.41096 -1.32192 2.59211
C -3.55363 -2.59641 3.53620
C -0.85958 -0.96243 3.72298
C -1.84020 -2.00436 0.86147
H -3.79046 0.70470 3.29087
H -4.30015 0.13805 1.69182
H -2.82176 1.09752 1.86342
H -3.85558 -2.17521 4.49871
H -3.02135 -3.53229 3.71839
H -4.45169 -2.81577 2.95516
H -1.18424 -0.62040 4.70821
H -0.24035 -0.18430 3.27127
H -0.25672 -1.86410 3.85361
H -2.69259 -2.11530 0.17926
H -1.32883 -2.96750 0.94197
```